The following is a DFT calculation (the ωB97M-V functional and the def2-TZVPD basis) of 8 unconnected molecules or ions with the total composition C10H33F3N12O9 at a distorted geometry.

Properties
Energy above the lowest of the compared OMol25 structures with the same formula, charge and spin: 21.35 kcal per mole
HOMO energy: -7.82 eV
E_LUMO: 0.0188 Eh
HOMO-LUMO gap: 0.30618 Eh
Total charge: 0
2S+1: 1

Each line ends with the Mulliken charge.
Atoms and positions in Å:
O: 29.101 -24.659 20.506  0.3812
H: 29.212 -24.694 19.500  0.2050
H: 29.018 -25.596 20.854  0.6922
H: 28.435 -23.989 20.780  0.2306
C: 29.451 -25.485 16.920  0.4470
O: 29.481 -24.963 15.600  -0.3524
O: 29.669 -24.464 17.776  -0.8957
C: 28.081 -26.170 17.036  0.6737
F: 27.096 -25.394 16.527  -0.3851
F: 28.034 -27.316 16.307  -0.3347
F: 27.727 -26.499 18.284  -0.1921
C: 29.975 -25.799 14.565  -0.2649
C: 29.000 -25.864 13.412  -1.1540
H: 29.230 -26.604 12.643  0.3817
H: 28.105 -26.314 13.858  0.2570
H: 28.791 -24.901 12.955  0.2678
H: 30.247 -26.822 14.843  0.2652
H: 30.922 -25.329 14.269  0.3931
H: 30.240 -26.232 17.121  -0.4022
C: 28.547 -28.270 21.192  0.5401
O: 28.724 -27.059 21.339  -0.6647
N: 29.517 -29.191 20.962  -0.2904
N: 27.304 -28.753 21.496  -0.4992
H: 30.502 -28.997 21.191  0.2503
H: 29.269 -30.164 20.970  0.1496
H: 27.084 -29.683 21.177  0.1933
H: 26.550 -28.087 21.494  0.2346
C: 32.101 -27.189 20.397  0.6468
O: 31.992 -27.870 21.430  -0.8964
N: 32.244 -25.852 20.424  -0.2696
N: 31.919 -27.711 19.150  -0.3077
H: 32.364 -25.297 19.593  0.1603
H: 32.307 -25.457 21.354  0.2056
H: 32.002 -28.693 18.977  0.2234
H: 31.779 -27.062 18.398  0.1273
C: 26.778 -22.092 22.441  0.5754
O: 27.624 -22.694 21.802  -0.6143
N: 25.645 -22.708 22.855  -0.3725
N: 26.827 -20.752 22.705  -0.4258
H: 25.423 -23.609 22.470  0.1693
H: 24.915 -22.246 23.363  0.1727
H: 26.057 -20.394 23.240  0.1363
H: 27.677 -20.224 22.649  0.2449
C: 25.424 -23.931 19.356  0.6225
O: 26.259 -24.549 20.007  -0.5028
N: 24.217 -23.577 19.891  -0.4116
N: 25.577 -23.675 18.038  -0.3228
H: 23.560 -22.960 19.451  0.1273
H: 23.928 -23.963 20.767  0.2213
H: 26.445 -23.939 17.605  0.2037
H: 24.837 -23.191 17.567  0.1518
C: 31.270 -25.747 24.085  0.5804
O: 31.321 -24.928 23.181  -0.6244
N: 31.121 -27.103 23.929  -0.4128
N: 31.236 -25.392 25.414  -0.4304
H: 31.618 -27.581 24.666  0.2776
H: 31.312 -27.471 22.991  0.3093
H: 31.013 -26.090 26.100  0.1713
H: 31.581 -24.519 25.762  0.2212
C: 29.440 -20.375 18.647  0.5407
O: 28.648 -19.465 18.870  -0.6889
N: 29.373 -21.593 19.261  -0.2108
N: 30.570 -20.165 17.894  -0.3973
H: 29.842 -22.354 18.788  0.1893
H: 28.533 -21.811 19.772  0.0589
H: 30.516 -19.260 17.463  0.2251
H: 31.269 -20.866 17.760  0.1987

***

The following is a DFT calculation (the ωB97M-V functional and the def2-TZVPD basis) of a molecular structure, C10H34BBaNO14P3 at a distorted geometry.

Properties
HOMO energy: -12.15 eV
E_LUMO: -0.1265 Eh
HOMO-LUMO gap: 0.31982 Eh
Total charge: +1
2S+1: 1

Each line ends with the Mulliken charge.
Atoms and positions in Å:
Ba: -0.273 -2.354 -0.270  1.9215
B: -0.960 0.267 -0.140  0.0593
H: -1.891 -0.241 -0.336  -0.3531
H: -1.138 1.330 -0.184  -0.3939
H: -0.650 0.013 0.862  0.0680
H: -0.225 -0.020 -0.876  -0.1526
C: -3.675 2.797 0.090  -0.7181
N: -4.591 1.803 0.680  0.8201
O: -4.239 1.233 1.757  -0.4893
O: -5.776 1.855 0.292  -0.4941
H: -4.178 3.732 0.337  0.3052
H: -3.519 2.701 -0.985  0.2587
H: -2.732 2.629 0.609  0.3148
C: -4.791 -1.110 -1.237  -0.6486
O: -4.591 -2.541 -1.492  -0.3944
P: -4.031 -3.479 -0.299  0.7664
O: -2.874 -2.827 0.277  -0.4278
O: -5.273 -3.645 0.682  -0.2324
C: -5.191 -4.525 1.721  -0.7733
O: -3.752 -4.877 -1.003  -0.2898
C: -4.775 -5.474 -1.747  -0.7602
H: -4.381 -0.791 -0.278  0.1389
H: -5.823 -0.759 -1.242  0.3512
H: -4.325 -0.439 -1.959  0.3523
H: -4.612 -5.418 1.487  0.3510
H: -6.167 -4.986 1.876  0.2796
H: -4.808 -3.978 2.582  0.2693
H: -4.233 -5.813 -2.630  0.2754
H: -5.591 -4.820 -2.056  0.3583
H: -5.269 -6.386 -1.412  0.3011
C: 3.174 -3.421 3.500  -0.7236
O: 3.365 -2.002 3.206  -0.2850
P: 3.227 -1.554 1.680  0.2994
O: 1.953 -1.810 1.061  -0.0692
O: 3.613 0.017 1.760  -0.3184
C: 2.648 1.008 1.758  -0.0732
O: 4.477 -2.282 0.895  -0.2943
C: 5.811 -1.733 1.111  -0.6998
H: 3.897 -3.690 4.270  0.2776
H: 3.415 -4.167 2.743  0.3317
H: 2.106 -3.447 3.721  0.2768
H: 3.098 1.921 1.369  0.2035
H: 2.099 1.246 2.669  0.3045
H: 1.883 0.754 1.024  -0.0504
H: 6.428 -1.929 0.234  0.2708
H: 6.276 -2.289 1.924  0.2863
H: 5.949 -0.695 1.413  0.3340
C: 3.984 6.311 0.350  -0.6495
O: 3.295 5.850 -0.893  -0.3823
P: 3.250 4.294 -1.522  1.0234
O: 4.298 3.378 -0.952  -0.6725
O: 1.728 3.826 -1.237  -0.2674
C: 1.252 2.597 -1.702  -0.4428
O: 3.283 4.590 -3.110  -0.3433
C: 3.426 3.519 -4.004  -0.6842
H: 4.929 5.768 0.338  0.3158
H: 3.520 6.004 1.287  0.2784
H: 4.205 7.378 0.376  0.2695
H: 1.994 1.942 -2.158  0.2593
H: 0.627 2.853 -2.558  0.2848
H: 0.673 2.187 -0.874  -0.0042
H: 2.542 3.305 -4.605  0.2681
H: 3.678 2.585 -3.502  0.3272
H: 4.232 3.809 -4.678  0.2851

***

The following is a DFT calculation (the ωB97M-V functional and the def2-TZVPD basis) of a molecular structure, C10H34BNaO10 at a distorted geometry.

Properties
Energy above the lowest of the compared OMol25 structures with the same formula, charge and spin: 186.85 kcal per mole
HOMO energy: -6.74 eV
E_LUMO: -0.0906 Eh
HOMO-LUMO gap: 0.15698 Eh
Total charge: 0
2S+1: 1

Each line ends with the Mulliken charge.
Atoms and positions in Å:
Na: 0.683 -0.530 -0.044  0.9734
B: -2.797 -4.986 1.481  -0.1411
H: -2.825 -5.535 0.552  -0.1674
H: -1.944 -5.245 2.088  -0.1907
H: -2.719 -3.933 1.260  -0.2650
H: -3.715 -5.137 2.028  -0.1987
C: 5.153 4.634 1.649  -0.4174
C: 5.534 4.631 3.113  -0.5322
O: 6.819 4.080 3.329  -0.5179
O: 4.774 3.324 1.329  -0.4963
H: 5.914 5.065 0.998  0.2572
H: 4.302 5.287 1.455  0.2968
H: 4.727 4.046 3.555  0.3350
H: 5.578 5.621 3.567  0.4078
H: 6.930 4.204 4.274  0.3190
H: 5.458 2.883 1.839  0.3472
C: -2.623 3.899 -2.776  -0.4525
C: -2.730 5.030 -1.615  -0.3074
O: -4.131 5.381 -1.390  -0.5055
O: -2.611 2.604 -2.268  -0.4762
H: -1.610 3.888 -3.179  0.2387
H: -3.247 4.150 -3.634  0.3569
H: -2.036 5.871 -1.622  0.2930
H: -2.437 4.615 -0.651  0.2499
H: -4.581 5.370 -2.238  0.3014
H: -3.527 2.440 -2.034  0.2994
C: -5.186 1.267 2.328  -0.3529
C: -6.129 0.251 1.736  -0.4373
O: -6.109 0.358 0.315  -0.5122
O: -3.810 0.712 2.232  -0.5052
H: -5.245 1.299 3.416  0.2575
H: -5.212 2.315 2.027  0.2961
H: -7.191 0.391 1.939  0.2898
H: -5.866 -0.736 2.114  0.3712
H: -6.639 -0.304 -0.134  0.2976
H: -3.960 -0.236 2.249  0.2899
C: 0.483 -2.793 -6.624  -0.3174
C: 1.299 -3.619 -7.636  -0.3996
O: 1.299 -4.970 -7.314  -0.5330
O: 1.037 -2.865 -5.350  -0.5222
H: -0.495 -3.267 -6.538  0.2772
H: 0.456 -1.736 -6.889  0.3081
H: 2.338 -3.290 -7.598  0.2927
H: 0.774 -3.584 -8.590  0.2804
H: 2.043 -5.086 -6.719  0.3142
H: 0.954 -3.786 -5.093  0.2995
C: 2.914 -3.209 4.475  -0.2962
C: 3.991 -3.337 3.461  -0.5079
O: 3.573 -3.421 2.058  -0.5099
O: 2.300 -1.913 4.504  -0.5504
H: 3.323 -3.307 5.480  0.2758
H: 2.190 -4.023 4.498  0.3323
H: 4.614 -4.132 3.871  0.3040
H: 4.803 -2.628 3.624  0.3181
H: 3.329 -4.316 1.811  0.3199
H: 1.783 -1.691 5.282  0.3123

***

The following is a DFT calculation (the ωB97M-V functional and the def2-TZVPD basis) of a molecular structure, C10H34BO10 at a distorted geometry.

Properties
Energy above the lowest of the compared OMol25 structures with the same formula, charge and spin: 752.34 kcal per mole
HOMO energy: -4.80 eV
E_LUMO: 0.1091 Eh
HOMO-LUMO gap: 0.28537 Eh
Total charge: -1
2S+1: 1

Each line ends with the Mulliken charge.
Atoms and positions in Å:
B: 0.219 -0.289 0.178  -7.5986
H: 1.135 0.280 0.209  -3.1463
H: 0.372 -0.922 -0.682  1.9070
H: 0.048 -0.863 1.076  2.0802
H: -0.639 0.353 0.049  0.9286
C: 0.081 -3.202 0.874  -0.1698
C: 1.577 -2.869 0.623  -0.8786
O: 1.985 -1.592 1.144  -0.6046
O: -0.777 -2.584 -0.102  -0.5011
H: -0.156 -2.892 1.892  0.1753
H: -0.038 -4.283 0.794  0.5696
H: 1.714 -2.835 -0.458  0.2607
H: 2.268 -3.610 1.024  0.5179
H: 1.333 -1.019 0.737  1.2231
H: -0.407 -1.749 -0.397  0.8170
C: 0.711 0.782 -2.077  -1.0139
C: 0.520 1.496 -3.387  -0.8101
O: -0.445 2.572 -3.338  -0.6274
O: -0.343 -0.034 -1.705  -0.2675
H: 0.968 1.406 -1.221  0.5864
H: 1.569 0.122 -2.202  0.4929
H: 0.159 0.833 -4.173  0.2539
H: 1.402 1.920 -3.867  0.3340
H: -0.983 2.454 -2.552  0.4252
H: -0.086 -0.382 -0.848  1.8870
C: -0.605 1.895 1.150  0.8617
C: -1.434 3.180 1.149  -0.9544
O: -2.203 3.090 2.338  -0.5384
O: 0.189 1.709 -0.015  -0.4706
H: -1.327 1.079 1.169  0.6377
H: 0.005 1.915 2.053  0.4560
H: -2.158 3.200 0.335  0.2468
H: -0.794 4.061 1.108  0.4716
H: -2.302 4.006 2.609  0.3371
H: 0.222 0.771 -0.216  -1.6634
C: 2.702 0.718 1.258  -0.5339
C: 2.942 0.871 -0.294  -0.7542
O: 2.350 -0.253 -0.985  -0.7039
O: 1.634 1.542 1.620  -0.6909
H: 3.524 1.101 1.863  0.6079
H: 2.564 -0.339 1.484  0.1324
H: 4.006 0.898 -0.528  0.5571
H: 2.500 1.790 -0.679  0.2399
H: 1.510 -0.479 -0.578  1.6822
H: 0.777 1.212 1.339  1.8151
C: -2.166 -1.044 -0.081  -0.0611
C: -3.200 -2.289 -0.023  -0.3933
O: -4.333 -1.886 0.691  -0.5873
O: -1.575 -0.819 1.216  -0.6591
H: -2.724 -0.203 -0.493  0.2544
H: -1.377 -1.183 -0.820  0.2808
H: -2.778 -3.208 0.383  0.2115
H: -3.480 -2.596 -1.031  0.3418
H: -3.962 -1.331 1.382  0.3854
H: -0.694 -0.501 1.005  0.6503

***

Q: Which of these has the lowest E_LUMO?
A: C10H34BBaNO14P3